# C3NO3

A gas-phase ion, C3NO3 (charge -1) at a distorted geometry (wB97M-V/def2-TZVPD, the OMol25 dataset).

HOMO energy, eV: -3.917
SMILES string: O=c1nc([O-])c1=O

Geometry as ORCA input:
```
! RIJCOSX wB97M-V def2-TZVPD def2/J DEFGRID3
* xyz -1 1
O 2.174 0.356 -0.431
C 0.990 0.232 -0.543
N -0.199 1.262 0.276
C -0.681 0.213 0.810
O -1.333 -0.246 1.711
C -0.107 -0.638 -0.511
O -0.844 -1.181 -1.313
*
```

Atomic partial charges in e from the natural (NBO) method, atoms 1 to 6: number 1, O, carries -0.56; number 2, C, carries 0.57; number 3, N, carries -0.57; number 4, C, carries 0.55; number 5, O, carries -0.67; number 6, C, carries 0.28

# C3O2

A molecular structure, C3O2 at a distorted geometry (wB97M-V/def2-TZVPD, the OMol25 dataset).

HOMO energy (alpha / beta), eV: -9.267 / -9.266

Geometry as ORCA input:
```
! RIJCOSX wB97M-V def2-TZVPD def2/J DEFGRID3
* xyz 0 1
C 0.210 0.178 -0.312
C -0.414 -0.149 -1.478
C -0.160 -0.236 0.917
O -0.708 -0.721 1.799
O 1.072 0.929 -0.926
*
```

Need the natural (NBO) charges? In units of e they are: number 1, C, carries -0.25; number 2, C, carries 0.36; number 3, C, carries 0.77; number 4, O, carries -0.34; number 5, O, carries -0.54

# C3O4S

A single C3O4S molecule at a distorted geometry (wB97M-V/def2-TZVPD, the OMol25 dataset).

HOMO energy, eV: -10.438
SMILES string: O=C1OC(=O)C(=S)O1

Geometry as ORCA input:
```
! RIJCOSX wB97M-V def2-TZVPD def2/J DEFGRID3
* xyz 0 1
O -1.000 -2.482 0.912
C -0.465 -1.464 0.554
O 0.881 -1.274 0.394
C 1.078 0.054 0.107
O 2.114 0.594 -0.047
C -0.269 0.645 -0.196
S -0.562 2.016 -0.930
O -1.130 -0.295 0.252
*
```

Atomic partial charges in e from the natural (NBO) method, atoms 1 to 6: number 1, O, carries -0.50; number 2, C, carries 0.96; number 3, O, carries -0.46; number 4, C, carries 0.69; number 5, O, carries -0.44; number 6, C, carries 0.01

# C40H100O20

10 unconnected molecules or ions with the total composition C40H100O20 at a distorted geometry (wB97M-V/def2-TZVPD, the OMol25 dataset).

HOMO energy, eV: -9.100
SMILES string: COCCOC.COCCOC.COCCOC.COCCOC.COCCOC.COCCOC.COCCOC.COCCOC.COCCOC.COCCOC

Geometry as ORCA input:
```
! RIJCOSX wB97M-V def2-TZVPD def2/J DEFGRID3
* xyz 0 1
C -0.189 -4.586 -1.055
O -0.338 -5.520 -0.019
C 0.089 -5.134 1.304
C 1.587 -4.867 1.404
O 1.881 -3.594 0.812
C 3.266 -3.403 0.573
H -0.308 -3.558 -0.716
H -0.894 -4.857 -1.841
H 0.747 -4.662 -1.608
H -0.193 -5.893 2.033
H -0.501 -4.276 1.628
H 2.094 -5.717 0.949
H 1.887 -4.979 2.446
H 3.346 -2.360 0.266
H 3.798 -3.999 -0.168
H 3.800 -3.509 1.517
C 1.601 4.009 -3.707
O 0.462 3.387 -4.236
C 0.718 2.270 -5.088
C -0.591 1.828 -5.862
O -1.675 1.602 -4.980
C -1.517 0.567 -4.071
H 1.332 4.588 -2.824
H 2.024 4.727 -4.410
H 2.486 3.402 -3.514
H 1.204 1.419 -4.610
H 1.437 2.567 -5.851
H -0.399 0.931 -6.450
H -0.880 2.593 -6.582
H -2.501 0.182 -3.804
H -1.023 0.938 -3.173
H -1.027 -0.297 -4.519
C -2.719 8.936 2.477
O -2.360 7.608 2.892
C -3.477 6.697 2.767
C -3.160 5.270 2.431
O -2.510 4.545 3.484
C -1.998 3.258 3.149
H -3.469 9.389 3.126
H -3.063 8.951 1.443
H -1.891 9.644 2.482
H -4.010 7.058 1.888
H -4.183 6.751 3.596
H -2.498 5.346 1.569
H -4.014 4.798 1.944
H -1.596 2.751 4.026
H -1.162 3.288 2.450
H -2.759 2.567 2.785
C -6.967 0.564 -4.180
O -6.597 0.894 -2.834
C -5.528 1.714 -2.645
C -5.132 1.645 -1.197
O -4.531 0.402 -0.940
C -4.259 0.198 0.423
H -7.390 1.419 -4.707
H -7.751 -0.192 -4.130
H -6.210 -0.018 -4.706
H -5.740 2.743 -2.938
H -4.720 1.374 -3.292
H -6.012 1.678 -0.555
H -4.455 2.470 -0.973
H -3.656 -0.701 0.554
H -5.192 0.107 0.980
H -3.752 1.089 0.795
C 4.255 -1.901 -3.364
O 3.942 -3.249 -3.005
C 4.373 -4.116 -4.041
C 3.869 -5.518 -3.708
O 4.440 -5.997 -2.448
C 3.998 -7.267 -1.975
H 3.930 -1.300 -2.514
H 3.807 -1.545 -4.292
H 5.341 -1.807 -3.340
H 5.435 -4.085 -4.282
H 3.859 -3.808 -4.952
H 4.151 -6.147 -4.553
H 2.793 -5.626 -3.570
H 4.389 -7.979 -2.702
H 2.915 -7.391 -1.982
H 4.371 -7.459 -0.969
C -1.872 -5.307 4.534
O -2.599 -4.385 3.715
C -4.016 -4.252 4.017
C -4.720 -3.413 2.940
O -4.167 -2.056 2.800
C -4.299 -1.354 4.057
H -0.948 -5.604 4.037
H -2.373 -6.266 4.667
H -1.610 -4.872 5.498
H -4.206 -3.777 4.979
H -4.485 -5.236 4.041
H -5.798 -3.388 3.097
H -4.536 -3.829 1.950
H -5.345 -1.361 4.361
H -3.879 -0.351 3.982
H -3.602 -1.727 4.808
C 1.874 0.302 -1.218
O 0.949 0.784 -0.270
C 0.762 -0.128 0.802
C -0.590 0.088 1.584
O -0.595 -0.412 2.926
C -0.650 -1.863 2.997
H 1.465 -0.365 -1.976
H 2.728 -0.088 -0.663
H 2.268 1.177 -1.734
H 1.605 0.053 1.470
H 0.821 -1.189 0.560
H -1.450 -0.268 1.016
H -0.721 1.154 1.772
H 0.353 -2.146 2.675
H -1.485 -2.249 2.412
H -0.791 -2.175 4.032
C 6.242 1.539 -3.453
O 5.673 1.550 -2.138
C 6.565 1.944 -1.088
C 7.641 0.892 -0.819
O 7.085 -0.204 -0.049
C 6.174 -1.130 -0.602
H 5.551 1.204 -4.227
H 7.038 0.795 -3.490
H 6.762 2.451 -3.748
H 6.046 2.025 -0.132
H 7.042 2.922 -1.149
H 8.395 1.387 -0.207
H 8.233 0.549 -1.667
H 5.972 -1.877 0.166
H 6.639 -1.603 -1.466
H 5.241 -0.687 -0.951
C 3.219 1.073 3.548
O 3.483 0.108 4.523
C 2.623 -1.079 4.306
C 2.783 -2.063 5.486
O 1.742 -3.038 5.419
C 2.068 -4.218 6.093
H 3.904 1.895 3.755
H 2.228 1.512 3.436
H 3.413 0.639 2.567
H 2.892 -1.569 3.371
H 1.568 -0.807 4.271
H 2.692 -1.479 6.402
H 3.721 -2.618 5.457
H 2.738 -4.845 5.504
H 1.085 -4.678 6.195
H 2.507 -4.169 7.090
C -0.996 3.119 -0.966
O -1.889 4.272 -0.941
C -2.577 4.406 -2.176
C -3.629 5.508 -2.122
O -4.731 5.278 -1.238
C -5.706 6.295 -1.387
H -1.542 2.190 -0.806
H -0.186 3.239 -0.247
H -0.493 2.921 -1.913
H -3.197 3.535 -2.389
H -1.962 4.574 -3.060
H -4.048 5.589 -3.125
H -3.171 6.453 -1.829
H -6.567 6.251 -0.720
H -6.050 6.379 -2.417
H -5.148 7.221 -1.246
*
```

Atomic partial charges in e from the Löwdin method, atoms 1 to 6: number 1, C, carries -0.12; number 2, O, carries -0.17; number 3, C, carries -0.17; number 4, C, carries -0.19; number 5, O, carries -0.20; number 6, C, carries -0.10